Below is 10 unconnected molecules or ions with the total composition C23H68NO10S9, with properties calculated with wB97M-V/def2-TZVPD.

Largest force on an atom ... 11.173 eV/Å
Frontier orbital gap ... 8.3 eV
E_HOMO ... -9.88 eV
Energy relative to the best compared isomer or geometry (same formula, charge and spin) ... 3.849 eV
Net charge ... +1

Structure (XYZ):
```
111
Properties=species:S:1:pos:R:3:forces:R:3
C 0.008838 1.310036 -0.471450 5.3 2.0 0.9
N 0.617838 0.254036 0.306550 2.0 -1.5 0.5
C 2.038838 0.620036 0.772550 3.7 -0.4 -0.6
C -0.121162 -0.029964 1.495550 4.3 1.1 6.6
C 0.668838 -1.036964 -0.502450 0.6 -0.5 -1.8
C -0.639162 -1.432964 -1.251450 1.1 -4.2 8.3
O -0.440162 -2.673964 -1.839450 4.1 -0.7 2.8
H 0.658838 1.420036 -1.309450 -0.2 0.2 -1.1
H 0.141838 2.200036 0.098550 0.2 1.0 0.5
H -0.959162 1.266036 -0.594450 -5.1 -1.2 -1.1
H 2.247838 1.712036 0.888550 -1.2 -0.7 -0.2
H 2.819838 0.298036 -0.053450 -1.8 0.3 1.5
H 2.475838 0.173036 1.792550 -1.9 0.4 -2.3
H 0.169838 -0.947964 2.190550 0.5 1.8 -1.9
H -1.033162 -0.239964 1.380550 -7.4 -1.5 -2.2
H -0.259162 0.847036 2.271550 1.1 -1.2 -1.8
H 1.005838 -1.704964 0.273550 -0.1 -1.0 -0.3
H 1.349838 -1.113964 -1.401450 0.3 1.1 1.4
H -0.798162 -0.831964 -1.992450 -1.9 4.5 -3.5
H -1.358162 -1.682964 -0.381450 0.0 1.6 -1.7
H -1.089162 -2.641964 -2.451450 -3.3 -1.0 -3.8
C -2.598162 -5.357964 -2.962450 1.2 4.9 4.2
S -2.912162 -4.156964 -4.231450 -0.4 0.4 -0.9
O -2.195162 -2.948964 -3.713450 -0.6 0.7 -0.1
C -1.782162 -4.684964 -5.521450 3.0 -1.1 2.5
H -1.540162 -4.949964 -2.623450 -1.8 -1.1 -0.5
H -2.464162 -6.336964 -3.250450 -0.6 -2.3 -0.3
H -3.303162 -4.961964 -1.955450 1.8 -1.9 -3.2
H -1.951162 -5.729964 -5.861450 0.3 0.7 0.3
H -0.702162 -4.440964 -4.995450 -2.4 -1.4 -1.0
H -1.669162 -4.022964 -6.323450 -0.9 1.1 -1.3
C 3.416838 4.366036 1.777550 -1.8 3.8 5.7
S 2.582838 3.927036 3.313550 0.3 -3.7 -0.7
O 1.270838 3.329036 2.875550 0.4 0.7 0.4
C 3.695838 2.439036 3.521550 1.1 0.9 0.7
H 3.213838 3.868036 0.987550 -0.9 -4.5 -5.0
H 4.387838 4.643036 2.008550 1.8 0.9 0.0
H 2.671838 5.135036 1.714550 0.6 1.9 -1.1
H 3.884838 1.974036 2.531550 -0.7 0.1 0.7
H 3.379838 1.746036 4.327550 0.0 0.4 -0.7
H 4.687838 2.891036 3.803550 -0.8 -0.5 0.0
C 0.057838 -0.665964 -4.919450 2.0 1.3 10.9
S 1.757838 -0.905964 -5.135450 2.6 -0.5 0.3
O 2.469838 -0.833964 -3.787450 -1.2 -0.2 -1.2
C 1.888838 -2.690964 -5.670450 -2.7 1.8 -3.3
H -0.150162 0.441036 -4.833450 0.6 -1.0 0.8
H -0.461162 -1.360964 -3.982450 1.7 2.2 -2.7
H -0.429162 -0.840964 -5.666450 -5.3 -2.8 -8.9
H 1.245838 -3.280964 -5.139450 -1.4 -1.4 2.3
H 2.870838 -2.981964 -5.530450 2.0 -0.4 -0.1
H 1.412838 -2.930964 -6.741450 1.7 1.2 1.8
C -4.855162 -0.638964 4.562550 -0.8 2.2 0.8
S -3.702162 -0.628964 3.202550 -1.3 -2.1 -1.2
O -2.694162 0.400036 3.423550 1.0 1.0 0.8
C -2.989162 -2.248964 3.630550 0.3 -1.7 -1.5
H -4.241162 -0.909964 5.383550 0.5 0.4 1.3
H -5.675162 -1.328964 4.626550 -0.3 -0.7 -1.0
H -5.340162 0.394036 4.685550 1.1 -1.4 -0.2
H -3.778162 -3.078964 3.515550 1.1 1.3 -0.5
H -2.619162 -2.468964 4.613550 0.0 0.9 1.0
H -2.062162 -2.408964 2.973550 -1.6 0.1 0.5
C -4.567162 3.312036 2.060550 -1.1 0.6 0.7
S -2.845162 3.006036 1.634550 -0.1 0.9 -0.9
O -2.559162 4.041036 0.571550 0.1 -0.5 0.4
C -2.012162 3.531036 3.118550 -2.6 1.2 -0.3
H -5.084162 2.988036 1.059550 0.5 0.9 2.2
H -4.758162 4.480036 2.396550 0.5 -3.1 -1.2
H -4.828162 2.611036 2.945550 0.2 1.1 -1.5
H -1.980162 2.710036 3.745550 0.2 -1.6 1.5
H -2.446162 4.411036 3.587550 -0.5 -0.1 0.0
H -1.102162 3.845036 2.793550 3.0 0.4 -0.9
C 6.653838 0.191036 2.536550 1.3 3.4 1.7
S 6.654838 -0.582964 0.914550 -3.1 1.3 0.1
O 5.320838 -1.289964 0.853550 1.1 -0.3 0.0
C 6.252838 1.007036 0.041550 6.4 -1.7 -3.7
H 7.409838 1.015036 2.572550 0.0 -0.2 -1.2
H 7.198838 -0.256964 3.396550 -1.5 -1.0 -0.5
H 5.785838 0.926036 2.792550 0.8 -2.3 -0.4
H 5.464838 1.571036 0.272550 -3.5 1.6 1.5
H 6.286838 0.823036 -1.117450 -0.5 -0.1 2.2
H 7.187838 1.656036 0.119550 -1.1 -0.7 0.3
C -4.458162 -2.001964 -0.995450 3.0 0.6 -5.4
S -4.501162 -0.137964 -1.056450 0.9 -0.9 1.5
O -3.249162 0.282036 -0.243450 -1.7 -0.5 -2.1
C -4.312162 0.027036 -2.866450 1.0 -1.3 -0.1
H -5.194162 -2.457964 -1.732450 1.3 0.7 0.1
H -4.818162 -2.386964 -0.184450 -2.2 -1.3 5.6
H -3.356162 -2.475964 -1.004450 -2.3 1.5 -0.8
H -3.497162 -0.551964 -3.178450 2.2 -1.3 0.4
H -3.953162 0.952036 -3.190450 -0.2 2.1 0.1
H -4.898162 -0.440964 -3.649450 -1.8 0.3 0.7
C 1.270838 4.561036 -4.793450 1.5 2.7 -1.5
S -0.030162 3.616036 -4.103450 -1.0 2.4 1.2
O 0.437838 3.291036 -2.722450 -0.2 -0.3 -0.3
C -1.130162 5.142036 -3.942450 -3.0 -2.2 -1.7
H 1.560838 5.497036 -4.124450 -0.6 -2.3 -1.1
H 0.984838 5.048036 -5.840450 0.5 -1.4 2.1
H 2.111838 3.848036 -4.888450 -0.2 0.7 -0.2
H -1.660162 5.380036 -5.006450 1.6 -0.3 2.7
H -0.881162 5.940036 -3.283450 1.6 1.0 -0.3
H -1.930162 4.777036 -3.268450 -0.2 -0.4 -0.7
C 3.050838 -3.296964 4.751550 -4.7 5.6 3.4
S 1.569838 -4.176964 4.791550 -1.4 -2.7 1.1
O 1.504838 -5.013964 6.076550 0.3 1.6 -1.8
C 0.451838 -2.795964 5.005550 -1.4 -1.4 1.8
H 2.836838 -2.415964 5.533550 1.5 -2.1 -1.2
H 3.305838 -2.792964 3.898550 -1.0 1.8 -3.2
H 3.922838 -3.704964 4.718550 5.2 -3.9 1.7
H 0.663838 -1.987964 5.670550 0.7 -0.4 2.4
H -0.592162 -3.165964 5.173550 1.2 0.2 -0.2
H 0.466838 -2.069964 4.303550 -0.2 1.3 -4.2
```
Positions in Å, forces in eV/Å.

Here are the Mulliken charges for atoms 1 to 6, given in e: -1.767, 1.725, -0.280, -1.379, -1.145, 0.077